Record 1
An isolated ion of composition C24H53BIN4O6 and charge +1 in a non-equilibrium geometry. Source: the OMol25 dataset; level of theory: wB97M-V/def2-TZVPD.

```
89
Properties=species:S:1:pos:R:3:forces:R:3
C -4.94991 -2.45443 -2.31904 -0.159 1.488 0.892
C -3.34348 -2.64872 -2.07372 -0.363 -0.580 -0.191
C -2.95376 -3.11811 -0.51592 -0.462 -0.699 -1.291
C -3.40459 -2.05659 0.63027 -0.976 -0.894 0.572
C -2.50934 -0.70784 0.82173 -4.316 1.995 1.394
N -1.16634 -0.61288 0.18228 -0.068 0.720 -1.946
C -0.58845 0.78668 -0.14029 0.950 3.989 0.831
C -1.51611 2.11927 -0.20125 -1.015 -0.875 0.262
O -2.41284 2.10000 -1.39420 0.891 1.765 2.588
C -3.01910 3.46752 -1.37049 -0.142 0.530 -1.822
C -2.16769 4.36555 -2.49524 -0.042 -0.250 1.124
O -2.49576 3.90685 -3.85572 0.810 2.090 0.767
C -2.08444 4.88008 -4.88253 0.860 0.931 -1.387
C -0.43939 5.12400 -4.94618 -0.583 -0.456 -0.067
O 0.22223 1.05708 1.04368 -0.362 -1.182 -2.650
C 1.14561 -0.10203 1.30474 -2.689 3.291 0.343
C 2.40791 0.37082 0.37263 2.721 0.454 0.158
C 3.16935 1.76464 0.91821 -1.455 0.352 -0.389
O 4.14998 2.26136 -0.09756 -1.543 0.606 2.542
C 4.69859 3.50525 0.50416 1.563 0.356 0.255
C 6.18652 3.10252 1.10305 -0.485 0.617 -0.501
C 1.24075 0.14283 2.95474 2.595 -0.269 0.140
I -0.61670 1.07135 3.78387 1.045 -0.678 0.010
C 1.81428 -1.09611 3.83050 0.896 0.259 1.358
C 2.80455 -0.50690 5.04407 -1.358 0.311 0.094
C 0.09830 -1.29312 0.74558 2.804 -2.256 -1.729
C 0.08537 -2.73878 1.46700 1.528 -1.196 0.500
C -0.78799 -3.18916 2.70375 -1.561 -3.204 2.840
N -1.73927 -4.31776 2.22327 0.985 0.198 0.208
N -0.00507 -4.00394 3.76521 1.140 1.083 -1.142
N -1.61289 -2.24389 3.49327 -1.013 0.090 -0.178
B 0.92176 -1.85238 -0.62547 2.650 -0.821 -2.794
O 2.13556 -2.74390 -0.52777 -3.265 0.532 0.012
O 0.66371 -1.47701 -2.02141 0.910 0.011 3.237
C 1.89270 -1.20333 -2.78026 0.912 0.365 -2.874
C 2.39608 -2.48472 -3.72175 0.873 0.455 0.081
H -5.19997 -1.32743 -2.01387 0.359 -2.392 -0.665
H -5.29063 -2.55063 -3.44354 0.831 -0.107 2.407
H -5.58875 -3.11854 -1.57498 1.339 1.115 -1.830
H -2.80596 -1.64864 -2.36005 -0.857 -1.804 0.395
H -2.98811 -3.50047 -2.82327 -0.448 1.860 1.743
H -1.81407 -3.37426 -0.56126 -2.022 0.567 0.457
H -3.51446 -4.16359 -0.37937 1.262 2.420 0.050
H -3.54197 -2.51981 1.72267 0.709 0.609 -2.779
H -4.53502 -1.77488 0.34715 2.686 -0.132 0.503
H -3.20589 0.10641 0.28299 2.037 -1.515 0.866
H -2.56891 -0.37343 1.95927 0.905 -0.959 -2.510
H -1.44761 -0.85685 -0.81620 1.127 -0.819 1.146
H -0.01041 0.89679 -1.17997 -1.046 -1.454 2.237
H -0.80937 3.07087 -0.22791 -1.232 -2.215 0.122
H -2.20623 2.14013 0.74323 1.474 0.152 -1.499
H -2.91345 3.95788 -0.31030 -0.291 -0.914 -2.060
H -4.16832 3.36183 -1.67460 2.669 0.283 0.625
H -1.01583 4.20331 -2.26154 -2.251 0.252 -0.523
H -2.39001 5.50443 -2.31497 0.217 -2.039 -0.585
H -2.56719 5.95743 -4.74454 0.736 -2.315 0.066
H -2.45197 4.49221 -5.94513 0.704 0.522 2.555
H -0.13690 5.71966 -5.92927 -0.798 -1.231 2.199
H 0.11405 4.06933 -4.97122 -1.161 2.361 0.187
H -0.15178 5.74813 -3.99850 -0.228 -1.257 -1.887
H 2.11478 0.75494 -0.72013 0.246 -1.481 2.387
H 3.31384 -0.40654 0.34206 -2.280 1.334 -0.235
H 2.32218 2.60479 0.95753 1.769 -1.868 0.394
H 3.69025 1.61537 1.95531 -0.936 0.246 -1.933
H 4.04099 3.93130 1.37882 1.052 -1.023 -1.703
H 4.77071 4.37565 -0.30456 -0.108 -2.153 1.544
H 6.10279 2.12695 1.75657 0.162 2.006 -1.309
H 6.53759 4.00768 1.76146 -0.408 -1.868 -1.243
H 6.94018 2.91874 0.19994 -1.670 0.395 2.106
H 2.00243 1.02605 3.22364 -1.749 -1.888 -1.285
H 2.51593 -1.85271 3.23168 -1.889 1.624 0.909
H 0.93263 -1.62156 4.39045 1.835 0.683 -1.372
H 2.07454 0.08862 5.76861 1.712 -1.251 -1.335
H 3.31445 -1.39000 5.64270 -0.994 1.972 -1.359
H 3.57204 0.27491 4.62629 -1.281 -1.747 0.759
H 1.21751 -2.90131 1.83219 -2.496 0.639 -1.105
H -0.02531 -3.59884 0.63993 -0.039 2.003 1.903
H -1.05578 -5.06610 1.90438 -1.243 1.079 0.551
H -2.16023 -4.73175 3.10239 0.755 0.608 -1.291
H 0.98617 -3.72702 3.81464 -0.826 -0.175 0.519
H -0.50230 -3.99288 4.67883 0.847 0.238 -1.071
H -2.55023 -2.66628 3.70889 1.321 0.535 -0.498
H -1.21775 -1.95426 4.41239 -0.086 -0.433 -1.345
H 1.98077 -3.56413 -1.08574 0.422 1.613 0.714
H 2.77639 -0.77033 -2.14532 -1.837 -1.159 -0.999
H 1.61060 -0.35187 -3.56848 0.362 -1.797 1.893
H 2.93865 -2.05044 -4.68514 -1.208 -0.807 2.092
H 3.23119 -3.12254 -3.16181 -2.033 1.230 -1.127
H 1.51363 -3.15050 -4.10558 1.606 1.325 0.972
```
Positions in Å, forces in eV/Å.

Computed properties:
DFT total energy: -1938.580713 Eh
charge: +1
Kohn-Sham gap: 8.88 eV
relative energy (zero: lowest compared OMol25 entry of this formula, charge and spin): 13.6101 eV
LUMO energy: -0.08771 Eh

***

Record 2
A 3-piece molecular cluster, C24H53IN7O6P2 overall in a non-equilibrium geometry. Source: the OMol25 dataset; level of theory: wB97M-V/def2-TZVPD.

```
93
Properties=species:S:1:pos:R:3:forces:R:3
C 7.80870 3.14786 2.57503 0.009 -0.274 0.220
C 6.86205 2.16276 1.88333 -0.167 -0.923 0.228
O 7.56606 1.28014 1.00368 -0.054 0.320 -0.263
C 5.75561 2.86152 1.09732 0.951 0.616 -0.575
O 5.06439 2.00083 0.15331 -0.298 -0.477 1.158
C 3.74220 1.90130 0.48555 0.654 0.278 -0.425
O 2.97813 2.75242 0.17356 -0.759 0.242 0.054
C 3.37697 0.67253 1.28293 0.243 -0.452 -0.011
C 4.41132 -0.18518 1.64865 -0.127 -0.166 0.124
C 4.16004 -1.30547 2.40851 0.436 0.522 -0.388
N 2.90512 -1.56308 2.79250 -0.096 -0.412 0.219
I 2.53646 -3.21806 3.95796 -0.016 0.023 -0.020
C 1.87891 -0.78380 2.42928 -0.227 0.145 0.094
C 2.06597 0.35430 1.66446 0.200 0.745 -0.672
C 0.85726 1.16648 1.29868 -0.702 -0.544 0.605
C 0.31928 1.99185 2.50169 -0.715 -0.294 -0.254
C -1.21679 1.81187 2.55281 0.286 0.034 -0.464
O -1.88246 2.91628 3.11578 -0.103 0.173 0.106
H 7.75958 2.98601 3.65188 -0.066 0.293 0.028
H 7.61028 4.19515 2.35020 -0.050 -0.017 -0.020
H 8.83374 2.91015 2.29504 -0.052 0.085 -0.224
H 6.42622 1.52140 2.65964 -0.212 0.212 0.030
H 7.59290 0.40296 1.38719 0.218 -0.011 0.057
H 5.05372 3.36621 1.76344 -0.028 -0.067 0.013
H 6.24099 3.63168 0.49405 -0.136 0.011 -0.065
H 5.42744 0.00642 1.34196 -0.045 0.080 -0.165
H 4.97449 -1.95866 2.68071 -0.275 -0.265 0.231
H 0.88645 -1.05576 2.77297 0.009 -0.103 -0.011
H 0.97602 1.76261 0.40376 0.215 0.041 0.061
H 0.06304 0.44316 1.07689 0.139 -0.074 -0.108
H 0.74753 1.62460 3.43786 0.179 0.302 0.032
H 0.48439 3.05968 2.36877 0.378 -0.037 0.118
H -1.50546 0.85923 3.00752 0.104 0.108 0.084
H -1.54820 1.76046 1.51172 -0.189 0.116 0.068
H -1.77472 2.93510 4.07054 0.028 -0.123 0.028
O -0.58062 0.90814 -2.29299 -3.283 -1.713 -0.191
P -0.63817 0.79703 -3.79604 5.932 2.584 -2.061
N 0.68585 -0.28908 -4.04893 0.265 0.278 0.211
C 1.99128 -0.08311 -4.63268 0.063 0.067 -0.282
C 0.52283 -1.62709 -3.51155 -0.465 0.019 -0.029
N -0.33706 2.47460 -4.15939 0.365 0.468 -0.282
C 0.98729 3.00119 -4.46154 0.227 -0.317 -0.047
C -1.01411 3.38470 -3.23279 -0.119 -0.222 0.200
N -1.32937 0.56122 -5.38358 -3.786 -0.968 2.263
C -2.49396 -0.32864 -5.41672 0.107 -0.112 0.106
C -0.59172 0.50642 -6.61213 0.816 -0.013 -0.030
H 2.16572 -0.78393 -5.45943 0.041 -0.022 0.032
H 2.78836 -0.23725 -3.89144 -0.040 -0.031 0.011
H 2.13011 0.91510 -5.03408 -0.142 -0.043 0.005
H 0.13481 -2.31979 -4.27086 0.118 -0.115 0.051
H -0.17258 -1.63324 -2.66816 -0.010 0.051 -0.012
H 1.47153 -2.02605 -3.14169 0.055 0.101 -0.038
H 1.75747 2.62323 -3.77505 0.070 0.119 -0.043
H 0.99333 4.08781 -4.38076 -0.212 -0.002 0.093
H 1.28259 2.79170 -5.49216 0.076 -0.145 0.044
H -0.45275 3.52011 -2.29977 -0.077 -0.010 0.035
H -2.00649 3.01559 -2.97367 0.018 0.002 0.007
H -1.14292 4.36057 -3.70292 0.072 -0.053 -0.132
H -2.20437 -1.39029 -5.42278 -0.102 -0.012 -0.104
H -3.10816 -0.13481 -6.29840 0.072 0.026 -0.025
H -3.12790 -0.15970 -4.54146 0.034 0.002 -0.020
H -0.23176 -0.50647 -6.84468 0.042 0.026 0.091
H 0.25907 1.18368 -6.63641 0.013 0.027 0.206
H -1.24993 0.82385 -7.42479 -0.124 -0.025 0.111
O -2.12063 -1.27759 3.02290 2.829 -2.619 -1.302
P -3.05271 -2.31100 2.41370 -6.581 3.014 0.933
N -3.76499 -1.31044 1.19873 -0.074 0.325 0.299
C -5.09339 -0.74784 1.08062 -0.236 -0.086 -0.003
C -2.87577 -0.86101 0.13937 0.212 -0.364 0.054
N -3.99690 -2.61767 3.84339 -0.404 -0.052 0.425
C -5.24578 -1.92460 4.13975 -0.119 0.223 -0.358
C -3.18343 -2.67509 5.05896 0.253 0.112 -0.122
N -3.66536 -3.79619 1.69281 4.441 -1.558 0.219
C -2.67889 -4.55071 0.91719 0.004 0.168 -0.062
C -4.99136 -3.98871 1.17918 -0.522 0.660 -0.115
H -5.55536 -1.03794 0.12843 0.002 0.038 -0.012
H -5.06589 0.34830 1.11872 0.058 -0.008 -0.017
H -5.76787 -1.06903 1.86742 0.103 -0.102 -0.002
H -2.92457 -1.52720 -0.73357 0.010 0.132 -0.091
H -1.83672 -0.83146 0.47736 -0.020 -0.007 -0.002
H -3.12607 0.14937 -0.19058 -0.045 0.007 0.069
H -5.17926 -0.84420 3.95859 -0.106 0.006 0.076
H -5.51623 -2.05760 5.18679 0.213 -0.104 0.044
H -6.08361 -2.33865 3.57572 0.025 0.108 -0.128
H -2.96264 -1.67746 5.45870 0.082 -0.035 0.015
H -2.23297 -3.17749 4.87205 -0.012 0.007 0.005
H -3.70691 -3.24641 5.82669 -0.115 -0.027 -0.099
H -2.55451 -4.14851 -0.09956 0.010 -0.138 -0.047
H -2.96477 -5.60191 0.83827 -0.062 0.032 0.003
H -1.70201 -4.51982 1.41097 -0.034 0.004 -0.012
H -5.08734 -3.68375 0.12724 0.029 0.090 0.048
H -5.75676 -3.47318 1.75334 0.119 0.126 0.085
H -5.23340 -5.05260 1.24447 0.181 -0.026 0.033
```
Positions in Å, forces in eV/Å.

Computed properties:
DFT total energy: -2760.963508 Eh
charge: +1
Kohn-Sham gap: 4.69 eV
LUMO energy: -0.17525 Eh

***

Question: Number 2 is which compound?
Answer: C24H53IN7O6P2

***

Question: DFT total energy of number 1 (C24H53BIN4O6)?
Answer: -1938.580713 Eh

***

Question: Which of these has the lowest DFT total energy?
Answer: C24H53IN7O6P2

***

Question: charge of number 2 (C24H53IN7O6P2)?
Answer: +1